Record 1
DFT (ωB97M-V/def2-TZVPD) results for a cluster of 2 separate species, C28H57N2O5PS in total.

## Properties
Structure (SMILES): CCCCCCCCCCCCCCCCCC[C@]1(OCCCC)CC[C@H](P(N)O)S(=O)(=O)O1.CC#N
Largest force on an atom in eV/A: 0.9
Lowest unoccupied orbital energy in eV: 0.59
Multiplicity: 1

Bonds (Å) are listed after each position.
CARTESIAN COORDINATES (ANGSTROEM)
1 C 3.780 0.426 3.842  C2 1.539, H35 1.091, H36 1.092, H37 1.090
2 C 4.427 1.361 2.804  C1 1.539, C3 1.545, H38 1.091, H39 1.093
3 C 5.704 0.775 2.163  C2 1.545, C4 1.545, H40 1.093, H41 1.091
4 C 5.517 0.156 0.760  C3 1.545, C5 1.533, H42 1.095, H43 1.094
5 C 6.452 0.701 -0.326  C4 1.533, C6 1.528, H44 1.094, H45 1.095
6 C 6.555 2.224 -0.381  C5 1.528, C7 1.536, H46 1.096, H47 1.092
7 C 5.200 2.936 -0.510  C6 1.536, C8 1.535, H48 1.091, H49 1.094
8 C 4.639 2.883 -1.938  C7 1.535, C9 1.536, H50 1.095, H51 1.096
9 C 3.135 3.149 -2.095  C8 1.536, C10 1.541, H52 1.096, H53 1.095
10 C 2.174 2.305 -1.236  C9 1.541, C11 1.536, H54 1.095, H55 1.095
11 C 0.925 1.887 -2.025  C10 1.536, C12 1.530, H56 1.097, H57 1.097
12 C 0.054 0.792 -1.405  C11 1.530, C13 1.545, H58 1.095, H59 1.094
13 C 0.749 -0.581 -1.268  C12 1.545, C14 1.536, H60 1.096, H61 1.092
14 C 1.035 -1.031 0.172  C13 1.536, C15 1.541, H62 1.093, H63 1.093
15 C -0.011 -1.978 0.792  C14 1.541, C16 1.528, H64 1.093, H65 1.094
16 C -1.440 -1.726 0.313  C15 1.528, C17 1.532, H66 1.097, H67 1.094
17 C -2.481 -2.367 1.237  C16 1.532, C18 1.530, H68 1.096, H69 1.093
18 C -3.829 -2.730 0.611  C17 1.530, C19 1.521, H70 1.095, H71 1.091
19 C -4.513 -1.637 -0.196  C18 1.521, O20 1.400, C25 1.526, O34 1.467
20 O -3.917 -1.367 -1.433  C19 1.400, C21 1.427
21 C -3.763 -2.450 -2.350  O20 1.427, C22 1.520, H72 1.094, H73 1.089
22 C -3.192 -1.914 -3.653  C21 1.520, C23 1.531, H74 1.091, H75 1.097
23 C -2.326 -2.934 -4.397  C22 1.531, C24 1.530, H76 1.094, H77 1.095
24 C -0.993 -3.259 -3.719  C23 1.530, H78 1.092, H79 1.092, H80 1.093
25 C -4.577 -0.300 0.537  C19 1.526, C26 1.526, H81 1.093, H82 1.093
26 C -5.857 0.484 0.261  C25 1.526, C27 1.533, H83 1.095, H84 1.088
27 C -6.357 0.320 -1.179  C26 1.533, P28 1.878, S31 1.770, H85 1.094
28 P -7.783 1.453 -1.635  C27 1.878, N29 1.713, O30 1.634
29 N -6.938 2.844 -1.100  P28 1.713, H86 1.010, H87 1.011
30 O -8.717 1.300 -0.303  P28 1.634, H88 0.960
31 S -6.888 -1.359 -1.356  C27 1.770, O32 1.442, O33 1.437, O34 1.595
32 O -8.181 -1.524 -0.742  S31 1.442
33 O -6.675 -1.771 -2.716  S31 1.437
34 O -5.873 -2.144 -0.409  C19 1.467, S31 1.595
35 H 4.045 -0.616 3.656  C1 1.091
36 H 2.692 0.520 3.839  C1 1.092
37 H 4.117 0.682 4.846  C1 1.090
38 H 4.671 2.310 3.284  C2 1.091
39 H 3.695 1.555 2.017  C2 1.093
40 H 6.072 -0.003 2.837  C3 1.093
41 H 6.468 1.553 2.133  C3 1.091
42 H 4.483 0.287 0.429  C4 1.095
43 H 5.683 -0.923 0.826  C4 1.094
44 H 6.084 0.344 -1.293  C5 1.094
45 H 7.451 0.271 -0.202  C5 1.095
46 H 7.151 2.485 -1.263  C6 1.096
47 H 7.088 2.597 0.495  C6 1.092
48 H 4.493 2.529 0.214  C7 1.091
49 H 5.365 3.987 -0.253  C7 1.094
50 H 5.164 3.666 -2.495  C8 1.095
51 H 4.890 1.933 -2.424  C8 1.096
52 H 2.873 2.936 -3.137  C9 1.096
53 H 2.942 4.218 -1.956  C9 1.095
54 H 2.694 1.415 -0.864  C10 1.095
55 H 1.857 2.870 -0.354  C10 1.095
56 H 1.232 1.588 -3.034  C11 1.097
57 H 0.307 2.784 -2.159  C11 1.097
58 H -0.812 0.668 -2.063  C12 1.095
59 H -0.309 1.134 -0.431  C12 1.094
60 H 1.707 -0.521 -1.798  C13 1.096
61 H 0.172 -1.340 -1.800  C13 1.092
62 H 1.148 -0.146 0.802  C14 1.093
63 H 2.003 -1.540 0.187  C14 1.093
64 H 0.004 -1.837 1.875  C15 1.093
65 H 0.272 -3.012 0.569  C15 1.094
66 H -1.605 -0.642 0.295  C16 1.097
67 H -1.589 -2.051 -0.720  C16 1.094
68 H -2.061 -3.303 1.622  C17 1.096
69 H -2.633 -1.728 2.111  C17 1.093
70 H -4.527 -2.959 1.423  C18 1.095
71 H -3.751 -3.644 0.021  C18 1.091
72 H -3.108 -3.220 -1.932  C21 1.094
73 H -4.733 -2.908 -2.539  C21 1.089
74 H -4.010 -1.607 -4.306  C22 1.091
75 H -2.581 -1.031 -3.429  C22 1.097
76 H -2.104 -2.524 -5.386  C23 1.094
77 H -2.894 -3.860 -4.541  C23 1.095
78 H -1.079 -3.337 -2.633  C24 1.092
79 H -0.240 -2.498 -3.939  C24 1.092
80 H -0.605 -4.218 -4.069  C24 1.093
81 H -3.705 0.269 0.202  C25 1.093
82 H -4.502 -0.448 1.617  C25 1.093
83 H -6.659 0.109 0.905  C26 1.095
84 H -5.734 1.532 0.527  C26 1.088
85 H -5.542 0.486 -1.890  C27 1.094
86 H -7.485 3.678 -1.259  N29 1.010
87 H -6.023 2.948 -1.516  N29 1.011
88 H -9.572 0.978 -0.596  O30 0.960
89 C 3.897 0.714 8.730  C90 1.457, H92 1.088, H93 1.088, H94 1.088
90 C 4.375 -0.183 7.686  C89 1.457, N91 1.147
91 N 4.751 -0.884 6.860  C90 1.147
92 H 4.329 0.431 9.687  C89 1.088
93 H 4.186 1.738 8.498  C89 1.088
94 H 2.812 0.658 8.797  C89 1.088

Quick look at the Mulliken charges, all values in e: atom 1 (C): -1.453, atom 2 (C): 0.221, atom 3 (C): -0.987, atom 4 (C): 0.154, atom 5 (C): -0.956, atom 6 (C): -0.945, atom 7 (C): 0.258, atom 8 (C): -0.801, atom 9 (C): -1.012, atom 10 (C): 0.749, atom 11 (C): -1.387, atom 12 (C): -0.350, atom 13 (C): -0.120, atom 14 (C): -0.758, atom 15 (C): -1.046, atom 16 (C): 1.145, atom 17 (C): -1.024, atom 18 (C): -1.738, atom 19 (C): 1.552, atom 20 (O): -0.151, atom 21 (C): -0.587, atom 22 (C): -0.729, atom 23 (C): -0.701, atom 24 (C): -0.920, atom 25 (C): -0.527, atom 26 (C): -1.631, atom 27 (C): 0.183, atom 28 (P): 0.090, atom 29 (N): -0.548, atom 30 (O): -0.478, atom 31 (S): 1.210, atom 32 (O): -0.631, atom 33 (O): -0.688, atom 34 (O): -0.568, atom 35 (H): 0.412, atom 36 (H): 0.417, atom 37 (H): 0.206, atom 38 (H): 0.380, atom 39 (H): -0.202, atom 40 (H): 0.581, atom 41 (H): 0.327, atom 42 (H): -0.389, atom 43 (H): 0.472, atom 44 (H): 0.368, atom 45 (H): 0.365, atom 46 (H): 0.425, atom 47 (H): 0.395, atom 48 (H): -0.367, atom 49 (H): 0.439, atom 50 (H): 0.385, atom 51 (H): 0.298, atom 52 (H): 0.433, atom 53 (H): 0.350, atom 54 (H): -0.492, atom 55 (H): 0.300, atom 56 (H): 0.479, atom 57 (H): 0.386, atom 58 (H): -0.166, atom 59 (H): 0.492, atom 60 (H): 0.702, atom 61 (H): -0.341, atom 62 (H): 0.330, atom 63 (H): 0.359, atom 64 (H): 0.328, atom 65 (H): 0.398, atom 66 (H): 0.062, atom 67 (H): -0.461, atom 68 (H): 0.425, atom 69 (H): 0.403, atom 70 (H): 0.371, atom 71 (H): 0.492, atom 72 (H): 0.249, atom 73 (H): 0.732, atom 74 (H): 0.335, atom 75 (H): 0.181, atom 76 (H): 0.393, atom 77 (H): 0.343, atom 78 (H): 0.141, atom 79 (H): 0.254, atom 80 (H): 0.391, atom 81 (H): 0.287, atom 82 (H): 0.230, atom 83 (H): 0.343, atom 84 (H): 0.707, atom 85 (H): 0.399, atom 86 (H): 0.242, atom 87 (H): 0.223, atom 88 (H): 0.328, atom 89 (C): -0.807, atom 90 (C): 0.386, atom 91 (N): -0.376, atom 92 (H): 0.303, atom 93 (H): 0.264, atom 94 (H): 0.262

---

Record 2
DFT (ωB97M-V/def2-TZVPD) results for a cluster of 2 separate species, CH5OS in total.

## Properties
Largest force on an atom in eV/A: 0.7
Energy relative to the best compared isomer or geometry (same formula, charge and spin) in kJ/mol: 11.4
Lowest unoccupied orbital energy in eV: 4.32
Total charge: -1
Multiplicity: 1

Bonds (Å) are listed after each position.
CARTESIAN COORDINATES (ANGSTROEM)
1 C 1.277 -0.165 -0.167  S2 1.810, H3 1.101, H4 1.099, H5 1.095
2 S 0.094 -1.122 -1.147  C1 1.810
3 H 2.047 0.343 -0.768  C1 1.101
4 H 0.757 0.642 0.370  C1 1.099
5 H 1.852 -0.785 0.529  C1 1.095
6 H -1.574 -0.163 -0.046  O8 0.987
7 H -2.517 0.979 0.465  O8 0.963
8 O -1.937 0.270 0.763  H6 0.987, H7 0.963

Quick look at the natural (NBO) charges, all values in e: atom 1 (C): -0.743, atom 2 (S): -0.710, atom 3 (H): 0.163, atom 4 (H): 0.188, atom 5 (H): 0.169, atom 6 (H): 0.498, atom 7 (H): 0.440, atom 8 (O): -1.005

---

Record 3
DFT (ωB97M-V/def2-TZVPD) results for the ion C2H5NO2 with charge +1 at a distorted geometry.

## Properties
Largest force on an atom in eV/A: 2.4
Energy relative to the best compared isomer or geometry (same formula, charge and spin) in kJ/mol: 24.2
Lowest unoccupied orbital energy (spin up / spin down) in eV: -3.98 / -9.61
Total charge: +1
Multiplicity: 2

Bonds (Å) are listed after each position.
CARTESIAN COORDINATES (ANGSTROEM)
1 O 1.571 1.168 -0.605  C2 1.177
2 C 0.571 0.794 -0.110  O1 1.177, O3 1.328, C4 1.556
3 O 0.019 1.258 1.006  C2 1.328, H6 0.976
4 C -0.284 -0.341 -0.743  C2 1.556, N5 1.412, H7 1.094, H8 1.082
5 N -0.545 -1.368 0.190  C4 1.412, H9 1.023, H10 1.018
6 H 0.672 1.875 1.386  O3 0.976
7 H -1.223 0.146 -1.022  C4 1.094
8 H 0.098 -0.704 -1.687  C4 1.082
9 H 0.282 -1.765 0.641  N5 1.023
10 H -1.160 -1.063 0.943  N5 1.018

Quick look at the natural (NBO) charges, all values in e: atom 1 (O): -0.361, atom 2 (C): 0.792, atom 3 (O): -0.633, atom 4 (C): -0.362, atom 5 (N): -0.361, atom 6 (H): 0.535, atom 7 (H): 0.279, atom 8 (H): 0.285, atom 9 (H): 0.413, atom 10 (H): 0.412

---

> Which value of multiplicity does entry 2 give?

1

---

Please write out number 2 again, unchanged.
DFT (ωB97M-V/def2-TZVPD) results for a cluster of 2 separate species, CH5OS in total.

## Properties
Largest force on an atom in eV/A: 0.7
Energy relative to the best compared isomer or geometry (same formula, charge and spin) in kJ/mol: 11.4
Lowest unoccupied orbital energy in eV: 4.32
Total charge: -1
Multiplicity: 1

Bonds (Å) are listed after each position.
CARTESIAN COORDINATES (ANGSTROEM)
1 C 1.277 -0.165 -0.167  S2 1.810, H3 1.101, H4 1.099, H5 1.095
2 S 0.094 -1.122 -1.147  C1 1.810
3 H 2.047 0.343 -0.768  C1 1.101
4 H 0.757 0.642 0.370  C1 1.099
5 H 1.852 -0.785 0.529  C1 1.095
6 H -1.574 -0.163 -0.046  O8 0.987
7 H -2.517 0.979 0.465  O8 0.963
8 O -1.937 0.270 0.763  H6 0.987, H7 0.963

Quick look at the natural (NBO) charges, all values in e: atom 1 (C): -0.743, atom 2 (S): -0.710, atom 3 (H): 0.163, atom 4 (H): 0.188, atom 5 (H): 0.169, atom 6 (H): 0.498, atom 7 (H): 0.440, atom 8 (O): -1.005

---

> Which value of multiplicity does entry 1 give?

1